No. 1
Molecular formula: C22H28N5O3SY
Method: DFT, wB97M-V/def2-TZVPD

The geometry in XYZ format:
```
60
Properties=species:S:1:pos:R:3:forces:R:3
Y 0.90741 0.15696 0.60150 -0.8239 -0.4950 0.1737
O 1.79294 1.14322 2.27076 0.7016 0.0827 0.5071
C 2.23012 1.10709 3.50836 -1.0191 -0.8104 0.0908
C 2.81933 2.22705 4.06969 0.4679 0.6942 -0.8756
C 3.23324 2.29786 5.35120 0.3081 0.9427 0.9461
C 3.05951 1.25765 6.21012 0.0419 -2.0102 0.8733
C 2.45961 0.10012 5.75122 -0.7138 0.7218 -1.5583
C 1.98815 0.00402 4.39469 0.9614 1.2064 0.2855
C 1.18637 -1.08083 3.93228 -0.7836 -1.7107 1.3055
N 0.61757 -1.22941 2.79944 0.7514 0.0491 -0.3488
C -0.29216 -2.33772 2.66500 -1.7885 1.2925 0.4697
C -1.65472 -1.68106 2.25261 1.6157 -0.7593 -2.1915
N -1.46869 -0.70437 1.09589 -0.3657 -0.0996 1.4358
C -2.55129 -0.19454 0.63110 0.0386 -0.8293 0.2601
C -2.69255 0.97816 -0.19053 -0.8588 -0.4613 -0.0795
C -4.01298 1.23558 -0.62312 0.7265 -1.1227 0.9171
C -4.33229 2.39497 -1.23307 -1.9999 -1.2115 0.0401
C -3.42132 3.39155 -1.29373 1.3341 2.8115 -1.5791
C -2.09853 3.23304 -0.90840 0.6829 -0.7597 -0.2843
C -1.69244 1.92498 -0.41040 1.2993 2.3801 -0.1340
O -0.42236 1.77592 -0.13938 -0.8708 -0.6050 -0.1005
H 2.98097 3.05290 3.42649 -0.0144 0.7517 -0.5984
H 3.63427 3.18259 5.82267 0.2336 0.4147 -0.5697
H 3.45117 1.30180 7.22306 -0.2773 0.0392 -0.0781
H 2.21828 -0.64988 6.46007 -0.0790 -0.9522 0.3549
H 0.96062 -1.88763 4.71020 0.3511 0.9333 -0.6559
H -0.47404 -2.84168 3.62606 0.1499 -0.0526 -0.0942
H 0.02948 -3.06465 1.95809 0.4014 -0.4310 -0.8371
H -2.01776 -1.16673 3.08983 -0.5292 0.9898 1.1686
H -2.35920 -2.45676 1.99502 -0.3958 -0.2787 -0.2561
H -3.55603 -0.63182 0.86089 0.7913 0.0346 0.2458
H -4.75287 0.48779 -0.34482 -0.0692 0.0896 -0.4136
H -5.32880 2.51460 -1.62819 -0.1572 0.2661 0.0704
H -3.84515 4.29196 -1.81349 1.0892 -0.4314 0.7473
H -1.23103 3.94989 -1.05979 -1.5730 -0.7166 0.2755
N 3.87781 0.32704 -2.79862 -1.6997 2.1016 0.5442
C 3.07198 0.03062 -1.75829 -1.3589 -0.8886 0.1060
O 2.09606 0.73595 -1.43874 0.9513 0.1644 0.1503
C 3.28187 -1.34124 -1.11988 2.1143 0.2936 0.4106
C 2.39536 -1.70271 0.02177 -0.8159 0.1949 0.8418
H 3.83435 1.29669 -3.15070 0.3039 -1.1272 0.1601
H 4.65827 -0.24869 -2.88967 1.4741 -0.5916 -0.4889
H 4.36034 -1.37126 -0.75432 -0.8170 0.1884 -0.6766
H 3.26683 -2.03573 -1.94858 -0.1673 -0.3555 -0.3428
H 2.95057 -1.66862 0.96860 0.1568 -0.1878 -0.0294
H 1.94695 -2.69963 -0.05134 0.1545 0.1401 -0.1360
C -2.42591 0.42976 -4.21855 -2.0815 -0.0390 1.3135
N -1.47898 -0.07331 -3.28320 0.6202 0.1063 0.7135
C -1.00641 -1.30837 -3.18273 0.2357 -0.7155 -0.1355
S -0.24303 -1.81757 -1.76448 0.0651 -0.1340 -0.2889
N -1.17091 -2.17538 -4.22672 -0.2764 0.3569 0.0702
C -1.08698 -1.91307 -5.65127 -0.1495 -0.2787 0.4167
H -3.00767 -0.33090 -4.72191 0.0877 -0.4413 0.1207
H -1.99541 1.04190 -4.94035 0.8100 1.2351 -1.3323
H -3.18424 1.00002 -3.64824 0.4393 0.0166 -0.2880
H -1.29098 0.46717 -2.43935 -0.1849 -0.0192 -0.4386
H -0.85924 -3.09216 -4.02181 0.3215 -0.6546 0.6134
H -1.65236 -2.67805 -6.15468 0.0914 -0.6701 -0.2580
H -0.05210 -1.90621 -5.99855 -0.1161 0.2695 -0.1467
H -1.65102 -1.04890 -5.88971 0.2146 1.0726 -0.4119
```
Positions in Å, forces in eV/Å.

The energy relative to the best compared isomer or geometry (same formula, charge and spin) is 1.9 kcal per mole. Its total charge is 0. The LUMO energy is 0.510 eV. Its HOMO-LUMO gap is 7.36 eV.

No. 2
Molecular formula: C22H28N6O3
Method: DFT, wB97M-V/def2-TZVPD

The geometry in XYZ format:
```
59
Properties=species:S:1:pos:R:3:forces:R:3
C -4.51934 -3.73393 0.37243 -0.0143 0.0036 -0.0236
C -4.86793 -2.28060 0.26537 -0.0561 0.1330 0.0287
C -6.18768 -1.89143 0.06123 -0.0083 0.0450 -0.0310
C -6.50621 -0.55180 -0.04611 -0.0591 -0.0918 0.0196
C -5.52289 0.41734 0.04707 0.1726 0.1201 -0.0138
C -4.19841 0.04224 0.25708 -0.3321 -0.3088 -0.0746
N -3.19855 1.02125 0.38394 -0.0711 0.1764 0.1973
C -3.54500 2.34682 0.86967 -0.0359 0.2877 0.2279
C -2.36987 2.97034 1.62161 0.0045 -0.0610 -0.3065
C -1.18585 3.09345 0.67205 -0.0592 0.5558 0.3465
N -0.99220 1.80570 0.06460 -0.2015 -0.3677 -0.0402
C -1.92693 0.82882 -0.04932 0.6435 0.0479 -0.2223
N -1.45097 -0.26963 -0.62896 0.0118 -0.3158 -0.2029
C -0.15983 0.01674 -0.90066 -0.0191 1.3846 0.5483
C 0.17190 1.29489 -0.48685 0.1045 -0.7989 -0.3417
C 1.47941 1.83372 -0.61964 -0.4604 -0.1867 -0.0199
O 1.86798 2.92993 -0.24886 0.0867 0.1967 0.0723
N 2.33552 0.93206 -1.26668 0.1618 0.2405 -0.1416
C 3.72466 1.34979 -1.38263 0.3568 0.1132 0.0881
C 4.43101 1.24323 -0.02533 -0.1419 0.0304 -0.0887
N 4.19959 -0.04692 0.59335 0.1184 0.0775 0.0101
C 4.99428 -1.11572 0.01108 -0.0815 -0.3209 0.0787
C 4.56946 -2.44272 0.63546 0.1356 0.0858 -0.3631
O 4.71715 -2.43510 2.03792 0.1336 -0.0876 0.0631
C 3.97595 -1.38160 2.60216 -0.0252 0.3775 0.1722
C 4.39955 -0.02831 2.03042 -0.1316 -0.3003 0.1386
C 2.03038 -0.33909 -1.72387 -0.1716 -0.0636 -0.0427
O 2.84039 -1.02723 -2.31288 0.2006 -0.2541 -0.0858
N 0.74594 -0.79163 -1.50859 -0.0229 -0.0285 -0.0405
C 0.37268 -2.12165 -1.93638 0.0372 -0.2775 -0.1414
C -3.88560 -1.30988 0.36829 -0.0470 -0.0939 0.0707
H -4.68056 -4.22814 -0.58510 0.0213 -0.0931 -0.0373
H -3.47876 -3.86430 0.65599 0.0696 -0.0720 0.0273
H -5.15116 -4.22593 1.11011 0.0044 -0.0817 0.0423
H -6.96172 -2.64056 -0.01618 -0.0936 -0.0860 -0.0080
H -7.53059 -0.25186 -0.21162 -0.0781 0.0291 -0.0111
H -5.79418 1.45543 -0.06403 0.0105 0.1122 0.0002
H -3.83144 3.00056 0.03454 -0.0631 -0.0174 0.0860
H -4.40039 2.24322 1.54092 0.0716 0.0122 -0.1338
H -2.10076 2.33043 2.46407 -0.0092 0.0289 0.0403
H -2.65447 3.94947 2.00387 0.0024 -0.0021 -0.0031
H -1.38471 3.84352 -0.10347 0.0512 -0.0433 0.1175
H -0.26500 3.37895 1.18573 -0.1296 -0.0198 -0.0884
H 3.74088 2.39230 -1.70784 0.0412 -0.1415 -0.0124
H 4.19536 0.71623 -2.13325 -0.0794 0.1362 0.0729
H 5.50413 1.45814 -0.16682 -0.0418 0.0080 0.0317
H 4.01114 2.00914 0.63048 0.0992 -0.0305 -0.0421
H 4.80606 -1.16195 -1.06082 0.0652 -0.0183 0.0065
H 6.07320 -0.95311 0.18768 -0.0429 0.0004 -0.0050
H 5.19101 -3.25978 0.26644 -0.0686 0.0391 -0.0415
H 3.51880 -2.63490 0.37173 0.0606 -0.0131 -0.0190
H 4.15476 -1.42087 3.67853 -0.0680 0.0398 -0.0526
H 2.90323 -1.53127 2.40220 0.0626 0.0323 0.0481
H 3.78231 0.76004 2.46763 0.0340 -0.0030 0.0189
H 5.45618 0.16020 2.29420 -0.0602 0.0183 0.0113
H 0.96657 -2.38462 -2.80998 -0.0975 0.0055 0.0770
H -0.68966 -2.11786 -2.16895 0.0368 -0.0480 -0.0081
H 0.56800 -2.84581 -1.14307 -0.0222 -0.0320 -0.0425
H -2.85985 -1.59774 0.52370 -0.0053 -0.0788 0.0431
```
Positions in Å, forces in eV/Å.

The energy relative to the best compared isomer or geometry (same formula, charge and spin) is 23.5 kcal per mole. Its total charge is 0. The LUMO energy is 0.520 eV. Its HOMO-LUMO gap is 8.07 eV.

No. 3
Molecular formula: C22H28O3
Method: DFT, wB97M-V/def2-TZVPD

The geometry in XYZ format:
```
53
Properties=species:S:1:pos:R:3:forces:R:3
C -0.33814 -1.53555 4.44938 -0.0866 0.0812 0.3422
C -0.03415 -2.22820 3.14141 0.3138 0.5215 -0.3051
O 0.21457 -1.11450 2.23379 -0.1844 -0.8301 -0.4360
C 0.83211 -1.33385 1.01997 0.5697 -1.5774 0.5563
O 1.41182 -2.37008 0.78481 -0.6707 1.3708 0.5250
C 0.63344 -0.06671 0.12875 3.0503 -0.5709 1.5879
C -0.69699 -0.24026 -0.51207 -2.1491 -0.8128 -1.6367
C -0.56633 -1.60323 -1.30518 -0.7647 0.3819 0.1085
C -0.85026 -2.82183 -0.69829 -0.0214 -0.4274 -0.4294
C -0.67091 -4.02273 -1.39996 -0.1517 0.2995 0.0461
C -0.31656 -4.00521 -2.74845 0.0595 -0.0087 0.0226
C -0.11716 -2.78063 -3.38545 0.0527 0.3608 0.2449
C -0.19478 -1.59277 -2.65220 -0.0523 -0.3799 -0.2034
C -1.84022 -0.26048 0.49202 -1.1577 0.5489 -0.2695
C -2.75664 0.71457 0.28708 0.5816 -1.0950 0.2961
C -2.41849 1.57590 -0.88924 0.5785 0.1871 0.0359
C -1.24891 0.80467 -1.53262 -0.3678 0.1372 -0.6792
C 1.06245 1.04599 1.14813 0.3284 -0.1433 0.1460
C 0.10016 2.14009 1.51192 -0.2390 0.4302 0.7782
C 0.20818 3.39357 0.63750 -0.0089 0.2088 -0.0065
C 1.48965 3.48113 -0.21008 -0.2971 0.4570 -0.0714
C 1.56384 2.63154 -1.48685 -0.0874 0.6963 -0.3061
C 2.26796 1.28704 -1.54262 0.0606 -0.6735 -0.2071
C 1.76425 -0.06601 -0.92608 0.9396 -0.0630 -0.5074
O 2.36513 -1.06517 -1.25919 -0.5169 1.1151 0.1255
H -0.63958 -2.25168 5.22024 0.0158 0.0748 -0.1202
H 0.54043 -0.98831 4.81561 -0.1674 -0.1750 -0.1283
H -1.14448 -0.80378 4.30592 0.1366 -0.2380 0.0686
H 0.84926 -2.87396 3.19974 -0.2192 0.1306 -0.1281
H -0.89713 -2.81221 2.78097 0.3160 0.1593 -0.0047
H -1.19672 -2.86158 0.33603 0.1630 -0.0347 -0.3287
H -0.82526 -4.96736 -0.87938 -0.0049 0.1961 -0.1779
H -0.17614 -4.93884 -3.30348 -0.1586 0.3548 0.2477
H 0.09885 -2.71793 -4.45370 0.0878 -0.1649 0.3418
H 0.03861 -0.65080 -3.15946 -0.1197 -0.3829 0.1897
H -1.83770 -1.02286 1.26502 -0.3877 0.4154 -0.0398
H -3.65914 0.90624 0.87225 0.3628 -0.2839 -0.0039
H -2.11473 2.58855 -0.59596 -0.2543 -0.2027 0.1125
H -3.25578 1.70857 -1.57959 0.0409 -0.1396 0.0334
H -1.68631 0.24501 -2.37268 0.1759 0.1104 0.4027
H -0.50152 1.44690 -1.99118 -0.2694 -0.2658 0.2122
H 1.33376 0.55433 2.08824 -0.0517 0.1850 -0.4803
H 2.01665 1.45867 0.79887 -0.3512 -0.0210 0.0762
H 0.34926 2.43545 2.54673 -0.0793 -0.0707 -0.3104
H -0.92336 1.73835 1.57447 0.4679 0.3457 -0.1028
H 0.19704 4.27141 1.29652 -0.0616 -0.1020 -0.1470
H -0.69100 3.48546 0.01950 0.4360 0.1390 -0.1526
H 2.36791 3.30762 0.41644 0.0307 0.0617 0.0149
H 1.56970 4.52571 -0.53614 -0.0015 -0.1194 0.0754
H 2.10954 3.24794 -2.22136 -0.0898 -0.2177 0.1769
H 0.56589 2.54170 -1.91946 0.2955 0.3430 0.1419
H 3.30753 1.39972 -1.19139 -0.2694 -0.1338 -0.0730
H 2.34043 1.06038 -2.61925 0.1776 -0.1778 0.3465
```
Positions in Å, forces in eV/Å.

The energy relative to the best compared isomer or geometry (same formula, charge and spin) is 0.0 kcal per mole. Its total charge is 0. The LUMO energy is 0.791 eV. Its HOMO-LUMO gap is 9.60 eV.

No. 4
Molecular formula: C22H29BrCl2N4O4Sn
Method: DFT, wB97M-V/def2-TZVPD

The geometry in XYZ format:
```
63
Properties=species:S:1:pos:R:3:forces:R:3
Sn 1.63750 0.71139 -0.52719 0.0922 0.2140 0.1477
O -3.06210 1.50641 2.50882 -0.0218 0.1245 0.0141
C -3.13041 2.45724 1.52542 0.0344 -0.0393 -0.0263
C -4.14208 3.40239 1.62851 -0.1041 0.0198 0.0124
C -4.26837 4.38367 0.65754 0.0258 0.0041 0.0093
C -3.37931 4.43659 -0.41058 -0.0102 -0.0264 -0.0003
C -2.36791 3.49067 -0.50252 0.0003 -0.0196 0.0236
C -2.23765 2.48984 0.45214 0.1308 0.0627 0.0276
C -1.10036 1.48431 0.37048 -0.4085 -0.3377 -0.2040
O -0.19202 1.77280 -0.61002 0.3998 -0.0972 0.0587
N -1.74234 0.14079 0.17365 0.1141 0.3412 0.1783
N -1.02176 -0.84048 -0.35310 0.1025 -0.1092 0.0303
C -1.60192 -1.93270 -0.67847 0.1136 -0.0498 -0.0144
C -0.89748 -3.07664 -1.25576 0.1354 0.2843 -0.1406
Br 0.70477 -2.69441 -2.22977 -0.1026 0.0889 0.0969
C -1.30498 -4.34518 -1.24570 -0.2621 -0.1828 0.2072
C -2.43021 -4.89255 -0.45573 0.0411 0.0190 -0.0447
C -3.11771 -6.00547 -0.94848 0.0002 0.0374 -0.0517
C -4.15123 -6.58450 -0.22880 0.0390 0.0341 -0.0136
C -4.51306 -6.06744 1.00817 -0.0048 0.0021 -0.0012
C -3.83185 -4.97095 1.51741 0.0204 0.0332 -0.0142
C -2.79623 -4.39125 0.79761 0.0526 -0.0347 -0.0249
H -2.26025 0.98167 2.40568 -0.0006 -0.0814 -0.0474
H -4.81711 3.35332 2.47633 0.0590 0.0048 -0.0780
H -5.06202 5.11760 0.74460 0.0555 -0.0408 -0.0132
H -3.47162 5.21272 -1.16142 0.0047 -0.0544 0.0453
H -1.64230 3.50701 -1.30774 -0.0729 0.0171 0.0466
H -0.62263 1.44661 1.36111 0.1834 -0.0135 -0.0108
H -2.75009 0.09761 0.10355 -0.1099 0.0323 -0.1711
H -2.67713 -2.05560 -0.54477 -0.0488 -0.0452 0.0212
H -0.76913 -5.05882 -1.86130 0.0089 0.0084 0.0732
H -2.83606 -6.41147 -1.91490 -0.0149 -0.0028 0.0659
H -4.67211 -7.44392 -0.63115 0.0094 0.0053 -0.0019
H -5.31104 -6.52657 1.57949 0.0226 0.0327 -0.0371
H -4.09921 -4.56970 2.48788 0.0302 -0.0233 -0.0329
H -2.23826 -3.56962 1.23014 -0.0246 -0.0276 -0.0082
N 2.68543 2.18082 -2.40477 0.0263 0.1915 0.1717
C 4.11152 2.59153 -2.33969 -0.0908 -0.1719 0.0334
C 5.11498 1.51989 -2.76948 -0.2627 -0.0893 0.0733
C 5.49294 0.48175 -1.71855 -0.2291 -0.0848 0.0194
N 4.40984 -0.47972 -1.47787 0.1618 0.1669 -0.0308
H 2.41392 2.00168 -3.36438 0.0002 -0.0736 -0.0734
H 2.12638 2.97014 -2.08356 0.0321 -0.0343 -0.0829
H 4.30868 2.88850 -1.30982 -0.0398 0.0140 -0.0137
H 4.26557 3.46741 -2.97177 0.0062 0.1155 -0.0248
H 6.03382 2.03424 -3.05415 0.0070 0.0313 -0.0880
H 4.74255 1.01100 -3.66845 0.0974 0.0304 -0.0118
H 5.69913 0.99556 -0.77611 0.0330 -0.0226 0.0070
H 6.41933 -0.00782 -2.03210 0.1051 -0.0108 -0.0270
H 4.70204 -1.19052 -0.81721 -0.0418 0.0290 0.0724
H 4.17866 -0.96820 -2.33548 -0.0209 -0.0023 -0.0442
C 1.60186 3.85349 2.20307 0.0790 -0.0151 -0.0830
C 1.97637 2.63721 1.39655 0.1069 -0.1925 0.1128
O 2.52104 2.78792 0.25875 -0.3854 -0.3015 0.1560
O 1.67875 1.48743 1.83511 -0.0071 0.3438 -0.3298
H 2.21597 4.70677 1.92314 -0.0295 -0.0149 0.0136
H 1.67663 3.65081 3.26878 -0.0157 -0.0170 -0.0047
H 0.55721 4.08276 1.96705 0.0780 -0.0116 0.0213
Cl 1.30716 -1.75606 1.84185 0.0288 -0.1262 0.1361
C 2.64757 -1.33772 2.92469 -0.0827 -0.1629 -0.1525
Cl 4.04898 -2.40711 2.69862 -0.0884 0.0884 0.0022
H 2.30363 -1.43267 3.94369 -0.0186 -0.0748 0.0999
H 2.93575 -0.32444 2.70094 0.0606 0.2150 -0.0743
```
Positions in Å, forces in eV/Å.

Its total charge is 0. The LUMO energy is 0.300 eV. Its HOMO-LUMO gap is 8.14 eV.